1.
Molecular formula: C35H40F6MnNO10P3S2
Method: DFT, ωB97M-V/def2-TZVPD

Calculated values
* LUMO (spin up / spin down): -5.2 / -3.1 eV
* gap between HOMO and LUMO (spin up / spin down): 6.735 / 8.811 eV
* energy relative to the best compared isomer or geometry (same formula, charge and spin): 14.2 kcal per mole

```
! RIJCOSX wB97M-V def2-TZVPD def2/J DEFGRID3
* xyz 1 5
Mn -0.0093 -1.6294 -0.5676
O 0.6245 0.5701 -0.9195
P 0.1408 1.9902 -0.9353
C -1.5240 2.0621 -1.7032
P -2.6248 0.7444 -1.0228
O -1.8250 -0.5277 -1.2113
C -3.0443 1.1503 0.6799
C -3.7008 2.3461 0.9600
C -4.0641 2.6470 2.2620
C -3.7880 1.7483 3.2816
C -3.1301 0.5596 3.0039
C -2.7442 0.2634 1.7087
C -4.0506 0.7866 -2.1150
C -5.3100 1.2386 -1.7429
C -6.3277 1.2683 -2.6840
C -6.0902 0.8513 -3.9857
C -4.8340 0.3862 -4.3518
C -3.8124 0.3538 -3.4187
C 0.0866 2.7730 0.6848
C -0.3204 4.1012 0.8099
C -0.3089 4.7097 2.0519
C 0.1064 3.9945 3.1672
C 0.4955 2.6695 3.0449
C 0.4933 2.0544 1.8019
C 1.2300 3.0036 -1.9598
C 1.9252 4.1010 -1.4616
C 2.8005 4.7935 -2.2853
C 2.9937 4.3851 -3.5965
C 2.3001 3.2898 -4.0952
C 1.4212 2.5984 -3.2802
H -1.3873 1.7909 -2.7529
H -1.9546 3.0625 -1.6491
H -3.9267 3.0419 0.1592
H -4.5756 3.5750 2.4805
H -4.0851 1.9763 4.2968
H -2.9234 -0.1448 3.7991
H -2.2140 -0.6495 1.4885
H -5.5022 1.5463 -0.7233
H -7.3115 1.6157 -2.3988
H -6.8889 0.8764 -4.7145
H -4.6504 0.0482 -5.3626
H -2.8329 -0.0262 -3.6861
H -0.6324 4.6584 -0.0668
H -0.6141 5.7428 2.1528
H 0.1268 4.4747 4.1368
H 0.8068 2.1137 3.9198
H 0.7945 1.0225 1.6807
H 1.7955 4.4096 -0.4330
H 3.3342 5.6527 -1.9021
H 3.6865 4.9185 -4.2334
H 2.4463 2.9746 -5.1196
H 0.8942 1.7279 -3.6545
F -4.8285 -3.7801 1.4308
C -3.9049 -4.2365 0.5969
F -2.9934 -4.9008 1.2985
F -4.4686 -5.0522 -0.2787
S -3.1120 -2.7651 -0.2780
O -1.7927 -2.6901 0.3592
O -4.0962 -1.7559 -0.0667
N -2.9540 -3.2632 -1.7687
S -1.5651 -3.5295 -2.4383
O -0.5409 -2.4819 -2.2032
O -1.7021 -3.9363 -3.7848
C -0.7449 -4.9741 -1.5372
F -0.0008 -5.6707 -2.3718
F -1.6489 -5.7640 -0.9865
F 0.0636 -4.4961 -0.5701
C 2.4704 -4.7370 3.0537
C 2.9756 -3.3377 2.7397
C 2.3189 -2.3035 3.6459
C 4.4933 -3.2602 2.8268
O 2.5919 -3.1175 1.3288
P 2.1789 -1.7882 0.6396
O 0.7742 -1.3114 1.1102
O 1.9290 -2.0893 -0.8358
O 3.2148 -0.6676 0.9669
C 4.3529 -0.2252 0.1163
C 5.0640 -1.4296 -0.4904
C 3.8223 0.6967 -0.9703
C 5.2574 0.5312 1.0759
H 2.7386 -5.0117 4.0724
H 2.9113 -5.4575 2.3653
H 1.3868 -4.7746 2.9413
H 2.5715 -2.5111 4.6842
H 1.2347 -2.3302 3.5334
H 2.6647 -1.2988 3.3979
H 4.8259 -3.6366 3.7930
H 4.8289 -2.2285 2.7193
H 4.9477 -3.8654 2.0425
H 4.4012 -1.9399 -1.1878
H 5.3637 -2.1299 0.2898
H 5.9540 -1.1010 -1.0234
H 3.1059 0.1638 -1.5922
H 4.6476 1.0493 -1.5883
H 3.3206 1.5561 -0.5260
H 5.6169 -0.1243 1.8693
H 4.7133 1.3610 1.5269
H 6.1175 0.9243 0.5359
*
```

2.
Molecular formula: C35H40N5O
Method: DFT, ωB97M-V/def2-TZVPD

Calculated values
* LUMO: -2.1 eV
* gap between HOMO and LUMO: 8.245 eV
* SMILES: CN1C(=O)[C@@H](Cc2ccccc2)N(/C=C/[C@H](c2ccccc2)N2CCCN3CCC[NH+]=C32)[C@@H]1/C=C/c1ccccc1

```
! RIJCOSX wB97M-V def2-TZVPD def2/J DEFGRID3
* xyz 1 1
C 2.2091 3.8857 0.3762
N 1.9161 3.0160 -0.7352
C 2.7230 2.9131 -1.8447
O 3.6949 3.6144 -2.0895
C 2.1636 1.7428 -2.6791
C 3.2106 0.6980 -3.0591
C 3.7866 -0.0062 -1.8533
C 4.7301 0.6534 -1.0609
C 5.1985 0.0729 0.1183
C 4.7352 -1.1876 0.5066
C 3.8362 -1.8787 -0.3093
C 3.4239 -1.3190 -1.5174
N 1.1113 1.1912 -1.8242
C 0.4833 -0.0215 -1.9834
C -0.2461 -0.5573 -0.9538
C -0.8912 -1.8389 -0.6980
C -2.5297 -1.6888 -0.6858
C -3.5183 -1.5222 -1.7009
C -4.8884 -1.4514 -1.3688
C -5.3195 -1.5931 -0.0436
C -4.3562 -1.7175 0.9476
C -3.0135 -1.6653 0.6021
C 0.9352 1.9550 -0.5856
C -0.4695 2.4492 -0.4624
C -0.8757 3.5805 -1.0907
C -2.2527 4.0622 -1.0868
C -2.5852 5.2086 -1.8449
C -3.9009 5.6856 -1.8688
C -4.8991 5.0249 -1.1435
C -4.5770 3.8907 -0.3886
C -3.2723 3.4033 -0.3738
H 2.9367 4.6362 0.0637
H 1.2840 4.3736 0.6989
H 2.6064 3.3180 1.2293
H 1.7148 2.1991 -3.5845
H 2.7402 -0.0194 -3.7443
H 4.0117 1.2300 -3.5962
H 5.1013 1.6268 -1.3883
H 5.9179 0.6140 0.7311
H 5.0913 -1.6385 1.4346
H 3.4739 -2.8593 -0.0162
H 2.8189 -1.9030 -2.2128
H 0.7452 -0.5560 -2.8968
H -0.1453 -0.0582 -0.0232
H -0.7494 -2.4674 -1.5729
H -3.2802 -1.4996 -2.7700
H -5.6749 -1.3216 -2.1298
H -6.3675 -1.6012 0.2553
H -4.5892 -1.8706 1.9996
H -2.2548 -1.6571 1.3701
H 1.2229 1.3489 0.2945
H -1.1715 1.7815 0.0155
H -0.1543 4.1489 -1.6706
H -1.8076 5.7002 -2.4260
H -4.1470 6.5664 -2.4645
H -5.9298 5.3834 -1.1722
H -5.3480 3.3706 0.1832
H -3.0332 2.4901 0.1834
C 1.2583 -4.5680 0.6083
C 0.0313 -4.0222 -0.0529
N -0.2245 -2.6311 0.3533
C 0.0066 -2.2976 1.6714
N 0.5689 -3.1954 2.4980
C 1.1456 -4.4515 2.0932
C 0.7254 -3.0188 3.9230
C -0.2425 -2.0163 4.4591
C -0.1819 -0.7681 3.6340
N -0.3672 -1.1005 2.2174
H 1.3320 -5.6242 0.3475
H 2.1650 -4.0681 0.2504
H 0.1756 -4.0061 -1.1418
H -0.8517 -4.6353 0.1951
H 0.5317 -5.2560 2.5080
H 2.1317 -4.5474 2.5625
H 0.5806 -3.9977 4.3879
H 1.7630 -2.7234 4.1383
H -1.2377 -2.4589 4.4613
H 0.0253 -1.8074 5.4967
H -0.9616 -0.0742 3.9267
H 0.7883 -0.2760 3.7777
H -0.7368 -0.3917 1.5951
*
```

3.
Molecular formula: C35H40N7O4S2SbSe4Ti
Method: DFT, ωB97M-V/def2-TZVPD

Calculated values
* LUMO (spin up / spin down): 3.1 / 3.1 eV
* gap between HOMO and LUMO (spin up / spin down): 5.164 / 5.162 eV
* energy relative to the best compared isomer or geometry (same formula, charge and spin): 0.0 kcal per mole

```
! RIJCOSX wB97M-V def2-TZVPD def2/J DEFGRID3
* xyz -2 1
Ti 9.4369 10.8691 12.0927
C 6.8814 12.5831 13.9904
C 7.1721 11.5387 15.0428
C 6.2227 11.4698 16.0822
C 6.2566 10.4723 17.0435
C 7.1397 9.4102 16.8266
C 8.1315 9.4742 15.8586
C 8.9411 8.2081 15.6251
C 8.2884 10.6210 15.0570
N 9.4420 10.7541 14.2634
C 10.7536 10.5808 14.7377
O 11.1552 10.7786 15.9052
C 11.7102 10.1848 13.6658
C 13.0851 10.1339 13.8837
C 13.8830 9.5396 12.9376
C 13.3013 8.8346 11.8860
C 11.9213 8.9274 11.7212
N 11.1262 9.6877 12.5368
C 11.3134 8.0613 10.6037
O 12.1108 7.2292 10.1326
N 10.0606 8.3172 10.2863
C 9.3970 7.6333 9.2538
C 9.7532 7.8514 7.8794
C 11.1403 8.3102 7.4948
C 8.7883 7.6907 6.8849
C 7.6161 6.9702 7.1162
C 7.3607 6.5656 8.4334
C 8.2006 6.9131 9.5126
C 7.8594 6.4599 10.9291
H 6.2333 12.1562 13.1829
H 6.3472 13.4399 14.4204
H 7.7804 12.9586 13.4806
H 5.4194 12.1924 16.1099
H 5.6251 10.5004 17.9238
H 7.1339 8.5163 17.4926
H 8.3569 7.3336 15.9298
H 9.2104 8.1309 14.5400
H 9.8778 8.2180 16.1790
H 13.3926 10.4751 14.8806
H 14.9667 9.6508 13.0210
H 13.8251 8.1128 11.2165
H 11.4197 9.1684 8.1098
H 11.8828 7.4939 7.6884
H 11.1700 8.5745 6.4004
H 9.0226 8.0904 5.8893
H 6.9165 6.7018 6.3288
H 6.4763 5.9903 8.6635
H 7.6766 5.3951 10.9836
H 8.6984 6.7456 11.5567
H 6.9474 6.9558 11.3233
N 6.6693 9.9133 9.0392
C 6.2670 10.5376 10.1498
N 5.1088 11.2334 10.1154
S 7.0770 10.2447 11.6691
H 6.4259 10.3038 8.0779
H 7.5745 9.4836 9.1136
H 4.7826 11.5706 9.1938
H 4.9352 11.9128 10.8489
N 7.0964 15.0715 7.4772
C 7.8658 14.6734 8.5137
N 9.1638 15.0826 8.5142
S 7.1848 13.8250 9.7933
H 7.5326 15.4622 6.6368
H 6.2916 14.4545 7.2706
H 9.5747 15.1556 7.5579
H 9.7540 14.5770 9.1699
C 6.8321 17.5183 16.1238
C 7.7394 16.5460 15.3549
C 7.9950 16.6370 13.9746
C 8.9147 15.8293 13.2954
C 9.2591 16.2545 11.8922
C 9.5155 14.7304 13.9880
C 9.4891 14.7799 15.3909
C 10.4707 14.1139 16.3192
C 8.4937 15.5627 15.9968
C 10.3743 13.6140 13.3035
O 11.5924 13.5746 13.3960
O 9.6716 12.7277 12.5761
H 6.1307 18.0478 15.4593
H 7.4295 18.2575 16.7058
H 6.2073 16.9687 16.8616
H 7.5186 17.4201 13.4041
H 8.7049 17.1836 11.6798
H 9.0327 15.5218 11.1264
H 10.3346 16.5105 11.8075
H 10.0854 13.1860 16.7799
H 10.7032 14.7956 17.1436
H 11.3928 13.8557 15.8018
H 8.3892 15.4499 17.0991
Se 9.9948 11.6405 9.8434
Sb 8.8016 11.5086 6.8859
Se 12.3062 12.1657 10.5419
Se 6.3674 11.8490 6.2712
Se 10.0719 13.4563 5.7129
*
```

no.,molecular weight (g mol⁻¹)
1,960.684
2,546.739
3,1172.351